<P>
Density functional theory data (the ωB97M-V functional and the def2-TZVPD basis) for a cluster of 3 separate species, C3H8N2O2 in total.

Geometry as XYZ:
```
15
Properties=species:S:1:pos:R:3
C 0.1083 -1.2422 2.3517
C -0.5315 -0.0453 2.0731
N -1.0967 -0.1525 0.8225
C -0.7172 -1.3624 0.2121
N 0.0961 -2.0084 1.0682
H 0.2249 -1.7740 3.2698
H -0.8805 0.7938 2.7169
H -1.7018 0.6711 0.4124
H -0.9631 -1.6610 -0.8442
O 2.6008 -1.4730 -0.9610
H 3.4583 -1.2192 -0.6213
H 2.2050 -2.1049 -0.2647
O -1.2151 4.0868 -3.5346
H -0.9309 4.0481 -2.5986
H -0.6565 3.4431 -4.1023
```

Output
* SMILES: c1c[nH]cn1.O.O

In the Mulliken picture, each atom carries the following charge in e:
1. C -0.42
2. C -0.16
3. N -0.14
4. C 0.03
5. N -0.56
6. H 0.34
7. H 0.32
8. H 0.27
9. H 0.34
10. O -0.68
11. H 0.30
12. H 0.36
13. O -0.66
14. H 0.32
15. H 0.34



<Q>
Density functional theory data (the ωB97M-V functional and the def2-TZVPD basis) for a cluster of 3 separate species, C3H8N2O2 in total.

Geometry as XYZ:
```
15
Properties=species:S:1:pos:R:3
C 0.8706 0.8793 -0.2235
C 1.7475 0.2582 -1.0514
N 2.6042 -0.4781 -0.2832
C 2.2318 -0.2513 1.0107
N 1.2411 0.6030 1.0975
H -0.0627 1.2938 -0.5651
H 1.8169 0.2507 -2.1245
H 3.0572 -1.3301 -0.5880
H 2.6682 -0.8534 1.7903
O -1.6543 -0.8147 1.9925
H -1.2663 -0.8624 2.8461
H -0.8600 -0.6704 1.4535
O -3.7535 0.5882 -1.7585
H -4.4460 0.0156 -2.1319
H -4.1946 1.3715 -1.4644
```

Output
* SMILES: c1c[nH]cn1.O.O

In the Mulliken picture, each atom carries the following charge in e:
1. C -0.34
2. C -0.29
3. N -0.11
4. C -0.11
5. N -0.57
6. H 0.41
7. H 0.40
8. H 0.26
9. H 0.37
10. O -0.65
11. H 0.30
12. H 0.34
13. O -0.62
14. H 0.31
15. H 0.31



Quick look at relative energies in hartree: <P> 0.0317; <Q> 0.0000.



<P>
Density functional theory data (the ωB97M-V functional and the def2-TZVPD basis) for an isolated molecule of C3H8N2O2.

Geometry as XYZ:
```
15
Properties=species:S:1:pos:R:3
N -1.7174 -1.4896 -0.0946
C -1.0900 -0.2407 -0.1115
O -1.9220 0.7945 -0.4105
C 0.2150 -0.0703 0.1913
N 1.1489 -1.1360 0.0957
C 0.8093 1.2986 0.3067
O 2.1733 1.3464 0.0432
H -1.2633 -2.2146 -0.6334
H -2.7160 -1.3951 -0.2223
H -1.3930 1.6630 -0.3706
H 0.7001 -2.0406 0.1717
H 1.8762 -1.0500 0.7970
H 0.6582 1.7395 1.2976
H 0.1700 2.0438 -0.3618
H 2.3506 0.7511 -0.6986
```

Output
* SMILES: N/C(O)=C(\N)CO

In the Mulliken picture, each atom carries the following charge in e:
1. N -0.56
2. C 0.07
3. O -0.55
4. C 0.74
5. N -0.63
6. C -0.45
7. O -0.54
8. H 0.18
9. H 0.26
10. H 0.25
11. H 0.21
12. H 0.24
13. H 0.29
14. H 0.16
15. H 0.33



<Q>
Density functional theory data (the ωB97M-V functional and the def2-TZVPD basis) for an isolated molecule of C3H8N2O2.

Geometry as XYZ:
```
15
Properties=species:S:1:pos:R:3
N 0.6976 1.6378 -1.6236
C 1.1191 1.6714 -0.2120
O 1.8968 2.4408 0.3038
N 0.4729 0.6485 0.5518
C -0.0582 -0.5562 0.0340
C -1.1487 -1.1842 0.9685
O -1.5449 -2.4793 0.3905
H 0.6753 0.7091 -2.1025
H 1.1421 2.4789 -1.9812
H 0.1488 1.1732 1.3531
H -0.4978 -0.6057 -0.9914
H 0.7938 -1.2357 -0.0200
H -2.0749 -0.5875 0.8298
H -0.9078 -1.1052 2.0636
H -0.7141 -3.0060 0.4356
```

Output
* SMILES: NC(=O)NCCO

In the Mulliken picture, each atom carries the following charge in e:
1. N -0.47
2. C 0.33
3. O -0.57
4. N -0.13
5. C -0.21
6. C -0.63
7. O -0.48
8. H 0.24
9. H 0.27
10. H 0.25
11. H 0.22
12. H 0.24
13. H 0.31
14. H 0.29
15. H 0.33



<R>
Density functional theory data (the ωB97M-V functional and the def2-TZVPD basis) for a cluster of 2 separate species, C3H8N2O2 in total.

Geometry as XYZ:
```
15
Properties=species:S:1:pos:R:3
H -3.1622 0.2667 1.2005
N -2.1633 0.0702 1.1154
C -1.7275 -0.0033 -0.0610
C -0.2401 -0.6689 -0.4395
C 0.3528 0.5995 0.0872
N 0.4988 0.6700 1.4501
O 0.9930 1.3305 -0.6865
H -2.3388 0.1270 -0.9635
H -0.2558 -0.7247 -1.5257
H -0.0253 -1.5528 0.1640
H -0.3026 0.3366 1.9742
H 0.8883 1.5391 1.7803
O 2.2647 -0.9890 -1.4075
H 1.9967 -0.0460 -1.3757
H 3.2214 -0.9549 -1.3124
```

Output
* SMILES: [H]/N=C/CC(N)=O.O

In the Mulliken picture, each atom carries the following charge in e:
1. H 0.26
2. N -0.60
3. C -0.06
4. C -0.50
5. C 0.52
6. N -0.43
7. O -0.73
8. H 0.40
9. H 0.30
10. H 0.30
11. H 0.29
12. H 0.24
13. O -0.64
14. H 0.37
15. H 0.28



Quick look at relative energies in hartree: <P> 0.0177; <Q> 0.0000; <R> 0.0094.



<P>
Density functional theory data (the ωB97M-V functional and the def2-TZVPD basis) for an isolated molecule of C3H8N2O2.

Geometry as XYZ:
```
15
Properties=species:S:1:pos:R:3
C 2.2187 -0.7352 -0.1344
N 1.6201 0.4906 0.0829
C 0.3750 0.9255 -0.2269
O 0.2723 2.2229 -0.2634
N -0.3484 -0.1262 -0.6243
O -1.7950 -0.0551 -0.8095
C -2.5394 -0.0109 0.3219
H 1.4018 -1.4027 0.3967
H 3.2038 -0.8758 0.3143
H 2.1108 -1.0056 -1.2205
H 2.2241 1.1644 0.2063
H -0.1225 -0.8841 -0.0665
H -2.4802 -0.7934 1.1011
H -3.7134 0.0013 0.1974
H -2.4278 1.0844 0.7250
```

Output
* SMILES: CNC(=O)NOC

In the Mulliken picture, each atom carries the following charge in e:
1. C -0.72
2. N -0.11
3. C 0.60
4. O -0.68
5. N -0.10
6. O -0.29
7. C -0.64
8. H 0.20
9. H 0.33
10. H 0.27
11. H 0.15
12. H 0.21
13. H 0.27
14. H 0.26
15. H 0.27



<Q>
Density functional theory data (the ωB97M-V functional and the def2-TZVPD basis) for a cluster of 2 separate species, C3H8N2O2 in total.

Geometry as XYZ:
```
15
C3H8N2O2 (the ωB97M-V functional and the def2-TZVPD basis)
C 0.5971 0.9497 -1.9260
N 0.0388 -1.7923 0.3942
C 0.3082 -1.0856 -0.6790
N 0.2217 0.2077 -0.7333
H -0.1527 1.7164 -2.1153
H 0.6155 0.2902 -2.7906
H 1.5575 1.4404 -1.7886
H -0.3992 -1.3027 1.2474
H 0.0273 -2.7926 0.3029
H 0.6399 -1.6100 -1.5725
H -0.0316 0.7527 0.1623
O -1.0134 -0.4322 2.3719
C -0.8598 0.8063 2.3789
O -0.2866 1.4977 1.4985
H -1.2627 1.3543 3.2492
```

In the Mulliken picture, each atom carries the following charge in e:
1. C -0.86
2. N -0.26
3. C 0.15
4. N -0.04
5. H 0.29
6. H 0.33
7. H 0.29
8. H 0.30
9. H 0.22
10. H 0.32
11. H 0.24
12. O -0.75
13. C 0.13
14. O -0.76
15. H 0.39



<R>
Density functional theory data (the ωB97M-V functional and the def2-TZVPD basis) for an isolated molecule of C3H8N2O2.

Geometry as XYZ:
```
15
Properties=species:S:1:pos:R:3
N 0.6748 1.9737 1.6432
C -0.3670 1.6483 0.6666
O -1.0538 2.5439 0.1647
N -0.3476 0.3080 0.2570
C 0.6029 -0.4979 -0.3797
C -0.0937 -1.7816 -0.7560
O -1.2719 -1.5925 -1.4870
H 1.0726 1.1623 2.1318
H 0.2843 2.7631 2.2316
H -1.2549 -0.0161 -0.1187
H 0.9873 -0.0429 -1.3142
H 1.4201 -0.7467 0.2835
H -0.2155 -2.5729 -0.0118
H 0.6994 -2.3840 -1.4114
H -1.1370 -0.7648 -1.8995
```

Output
* SMILES: NC(=O)NCCO

In the Mulliken picture, each atom carries the following charge in e:
1. N -0.47
2. C 0.36
3. O -0.59
4. N -0.19
5. C -0.48
6. C -0.40
7. O -0.52
8. H 0.25
9. H 0.27
10. H 0.30
11. H 0.28
12. H 0.29
13. H 0.34
14. H 0.24
15. H 0.31



Quick look at relative energies in hartree: <P> 0.1573; <Q> 0.0000; <R> 0.0410.



<P>
Density functional theory data (the ωB97M-V functional and the def2-TZVPD basis) for a structure of composition C3H8N2O2.

Geometry as XYZ:
```
15
C3H8N2O2 (the ωB97M-V functional and the def2-TZVPD basis)
C 1.6242 -0.2524 0.7110
C 0.2312 0.2672 0.8628
O -0.3580 -0.2468 1.9801
O 0.0180 1.5662 0.5949
H -1.1445 0.2967 2.1499
H 1.9316 -0.2184 -0.3322
H 2.2615 0.4335 1.2813
H 1.7240 -1.2647 1.1009
N -0.2218 -0.4858 -1.8052
C -0.9417 -0.3965 -0.5855
N -1.6553 0.6970 -0.2108
H -0.7424 -0.9122 -2.5625
H 0.1788 0.4011 -2.0871
H -1.5894 1.4608 -0.8841
H -1.3161 -1.3460 -0.2135
```

In the Mulliken picture, each atom carries the following charge in e:
1. C -1.17
2. C 0.85
3. O -0.46
4. O -0.70
5. H 0.42
6. H 0.30
7. H 0.33
8. H 0.35
9. N -0.53
10. C -0.15
11. N -0.40
12. H 0.22
13. H 0.26
14. H 0.26
15. H 0.41



<Q>
Density functional theory data (the ωB97M-V functional and the def2-TZVPD basis) for an isolated molecule of C3H8N2O2.

Geometry as XYZ:
```
15
Properties=species:S:1:pos:R:3
N 1.8309 -0.0876 -0.5524
C 0.5958 -0.6846 -0.3507
O 0.2044 -1.6192 -1.0171
C -0.2856 -0.1069 0.8142
N 0.5485 0.4211 1.8561
C -1.2480 0.9612 0.1542
O -1.6640 0.6530 -1.1185
H 2.6392 -0.6744 -0.6178
H 1.8073 0.8513 -0.2048
H -0.9243 -0.9182 1.1798
H 0.1620 0.5082 2.7802
H 0.9401 1.3495 1.6878
H -0.5734 1.8530 0.2244
H -2.0171 1.1765 0.8959
H -1.0660 0.0195 -1.5469
```

Output
* SMILES: NC(=O)[C@@H](N)CO

In the Mulliken picture, each atom carries the following charge in e:
1. N -0.33
2. C 0.16
3. O -0.57
4. C 0.09
5. N -0.64
6. C -0.41
7. O -0.51
8. H 0.23
9. H 0.21
10. H 0.41
11. H 0.25
12. H 0.22
13. H 0.17
14. H 0.32
15. H 0.39



<R>
Density functional theory data (the ωB97M-V functional and the def2-TZVPD basis) for a structure of composition C3H8N2O2.

Geometry as XYZ:
```
15
C3H8N2O2 (the ωB97M-V functional and the def2-TZVPD basis)
C -1.0591 -0.7437 -0.3092
N -1.2717 0.5316 0.4188
C 1.1719 0.0939 -0.0409
N 1.6349 0.2792 -1.3715
C 0.2886 -0.9786 0.2646
O -2.6504 0.6838 0.6729
O 2.2077 0.4053 0.8450
H -2.6901 1.0167 1.5802
H 1.8399 0.4316 1.7367
H 0.1218 0.9281 0.1079
H 1.1413 -0.2616 -2.0648
H 1.7809 1.2456 -1.6270
H -1.7940 -1.4912 -0.0090
H -1.0983 -0.6173 -1.3978
H 0.3766 -1.5234 1.1940
```

In the Mulliken picture, each atom carries the following charge in e:
1. C -0.43
2. N -0.21
3. C 0.49
4. N -0.50
5. C -0.62
6. O -0.46
7. O -0.53
8. H 0.32
9. H 0.36
10. H 0.28
11. H 0.25
12. H 0.22
13. H 0.35
14. H 0.15
15. H 0.32



Quick look at relative energies in hartree: <P> 0.1313; <Q> 0.0000; <R> 0.1917.